[1]
82
Properties=species:S:1:pos:R:3:forces:R:3 method="wB97M-V/def2-TZVPD" gap_ev=7.056 total_charge=-1 e_tot_ev=-135025.9912 homo_energy_ev=-6.7
Li -1.621768 -1.508892 0.438168 0.4407 0.0912 -0.5708
C 3.651919 -1.073286 3.996646 -0.4298 -0.7283 0.2283
F 3.023526 -0.633034 5.088746 0.3718 0.2117 0.1677
F 2.730887 -1.000061 3.004731 0.1023 -0.3019 -0.3167
F 4.657441 -0.298257 3.681989 0.1604 0.0513 0.1021
S 4.122313 -2.898935 4.307595 -0.2272 -0.1023 0.6400
O 2.955856 -3.394424 5.012165 0.8508 0.4570 -0.0829
O 4.365675 -3.497160 2.998636 -0.0274 0.8590 1.3800
N 5.441583 -2.728894 5.388863 -2.2412 -0.1110 -2.6325
S 6.706229 -3.002821 4.465434 3.2132 -0.2028 -1.8304
O 7.015534 -4.393245 4.271002 -0.1352 -0.5893 0.7717
O 6.895835 -2.266129 3.214352 -0.5493 0.5390 1.6814
C 8.131796 -2.425485 5.628230 -2.5375 -0.3442 -0.0345
F 9.284246 -2.473485 4.991681 0.1611 0.2152 0.0996
F 7.871102 -1.205877 6.113822 0.5651 0.3262 -0.3718
F 8.148773 -3.237155 6.688978 0.4982 -0.3026 0.0350
C 0.700638 1.415609 0.271023 -1.8987 -0.5820 -1.0976
F -0.144222 1.995256 1.110427 0.2961 0.4963 0.2148
F 1.607654 2.253993 -0.168304 0.2491 -0.1566 0.3722
F 1.213290 0.354096 0.881907 0.5287 0.3559 -0.1449
S -0.341263 0.816606 -1.242789 1.6814 -0.8561 -0.8434
O -0.452991 1.921961 -2.168617 -0.5737 -0.8114 1.3613
O 0.462002 -0.301208 -1.746691 -1.3575 0.5921 0.9157
N -1.758763 0.224961 -0.531848 2.8843 0.8097 -0.9251
S -2.988586 1.205373 -0.608579 -2.1567 0.8812 0.4664
O -3.918090 0.787347 0.426441 0.5327 -0.2819 -1.1664
O -2.755682 2.616512 -0.736000 0.1288 -0.8933 -0.3093
C -3.747555 0.603382 -2.276433 -0.4286 0.4042 2.0099
F -3.965602 -0.725744 -2.116503 0.1194 0.1323 -0.5187
F -4.920934 1.201981 -2.415060 -0.3545 0.0221 -0.1890
F -3.044045 0.820797 -3.366393 0.4888 -0.2331 -0.0918
O 1.617339 -2.479266 -3.131295 -0.5042 0.0396 -0.1886
H 0.976518 -1.799302 -3.398424 0.1379 -0.0072 0.1264
H 2.008120 -2.794782 -3.952728 0.0932 0.0346 0.0895
O 4.336644 3.037675 -2.901490 0.2843 0.0163 -0.2946
H 4.197133 2.131875 -3.214389 -0.3124 0.1729 0.2133
H 4.047662 3.020367 -1.988679 -0.0853 -0.0617 0.1489
O 0.055921 -1.906948 1.630829 -0.5536 -0.5133 -0.4566
H -0.076085 -2.863045 1.564593 0.2938 -0.0282 0.3634
H 1.008380 -1.786299 1.502619 -0.0824 0.2050 0.0417
O -3.607610 -3.606054 -3.140612 0.0376 0.1054 -0.2824
H -3.318625 -4.047302 -3.947425 -0.0385 -0.0942 0.1026
H -4.463397 -3.220768 -3.363586 0.0481 0.0446 0.1310
O -7.367710 2.368074 -0.341291 0.0624 0.1352 -0.3363
H -8.000704 2.173943 -1.039478 0.0373 -0.0540 0.0236
H -6.628488 2.820867 -0.792740 -0.1867 -0.4325 0.3832
O 3.458802 0.271323 -3.321664 0.0225 -0.2879 -0.2255
H 3.028302 -0.365151 -2.728551 0.2493 0.4863 -0.0239
H 4.364516 -0.051260 -3.390564 -0.0615 -0.1141 0.1124
O 3.196555 -1.479411 -0.961918 -0.3843 -0.0695 -0.2676
H 3.031776 -1.948939 -0.140288 0.2460 -0.0224 0.0829
H 2.472128 -1.748137 -1.558944 0.2765 -0.1734 0.3621
O -1.098189 -1.591814 -5.068607 -0.1731 -0.2626 0.1381
H -1.978605 -1.554950 -4.673101 0.0702 0.0246 0.0844
H -1.166718 -2.255523 -5.765156 0.0305 0.1257 0.0032
O 2.570407 2.206342 3.816477 -0.0160 0.0432 0.0180
H 1.854284 2.144955 4.457527 0.0039 -0.0744 -0.0534
H 2.157389 2.563268 3.025052 -0.0185 0.0335 0.0076
O -5.691409 4.335956 -1.321671 -0.1147 0.1370 -0.4359
H -6.611335 4.596359 -1.453274 0.0990 0.2250 0.1738
H -5.225813 4.674954 -2.096004 0.1189 -0.1231 0.1163
O -0.670979 0.181851 3.703954 -0.1400 0.0835 -0.1519
H -0.624383 -0.369764 4.491428 0.0617 0.0406 -0.0050
H -0.355978 -0.383778 2.987239 0.0988 -0.0011 0.1932
O -5.942400 -0.110709 2.539309 0.0523 -0.3245 0.0643
H -5.438377 -0.307746 1.740647 -0.0071 0.3392 -0.0258
H -6.808688 -0.499793 2.388371 -0.0016 0.0976 -0.0218
O -1.397215 -2.785299 -1.443881 -0.1893 0.0210 0.3588
H -2.134844 -2.826142 -2.071644 -0.0962 -0.0998 0.1140
H -0.636305 -3.129055 -1.926155 0.1937 0.2010 0.1300
O -4.666119 4.399098 1.446055 0.0279 -0.0054 0.2254
H -3.953562 3.910253 1.875907 0.0646 0.1396 -0.2912
H -4.637699 4.125059 0.523103 0.0006 0.0030 0.0232
O -0.942501 3.206601 -4.671241 -0.2062 -0.0454 -0.3482
H -1.183070 2.950368 -3.775742 0.2399 -0.0819 -0.0749
H -0.705551 2.387913 -5.153936 -0.0638 0.6163 0.3990
O -2.309315 2.800083 2.759196 -0.1541 0.0088 0.1295
H -3.141412 2.532093 3.167966 0.1251 -0.1457 0.0250
H -1.679863 2.117598 3.025462 -0.0507 -0.0917 0.0421
O -0.534329 0.974629 -6.198774 -0.1292 -0.2092 -0.2270
H 0.150293 0.537745 -6.713118 0.1047 0.1289 0.0726
H -0.861690 0.288207 -5.602984 0.1331 -0.1331 -0.1091

---

[2]
22
Properties=species:S:1:pos:R:3:forces:R:3 method="wB97M-V/def2-TZVPD" gap_ev=6.174 total_charge=-1 e_tot_ev=-22175.8080 homo_energy_ev=-4.2 relative_energy_kcal_mol=0.0
N 2.610472 2.676844 0.841493 -0.6500 -1.0838 -0.3889
C 1.932013 1.839418 0.394636 0.0177 0.6005 -0.0073
C 1.014956 0.881769 -0.171582 0.5195 0.5855 -0.7261
C -0.037633 0.304223 0.736772 0.0080 0.6693 -0.4054
C -0.932775 -0.586990 -0.001521 -2.8464 -0.2819 1.0766
N -2.142848 -1.042765 0.458246 2.4049 0.6901 -2.2106
O -2.711299 -1.032258 1.546397 0.0404 -0.1159 -0.4388
O -2.772700 -1.600205 -0.707620 -0.7288 -0.3340 1.2894
N -1.993419 -1.445726 -1.821617 1.6286 0.8095 1.3559
C -0.879894 -0.835432 -1.366358 -1.0735 -0.5982 -3.1435
C 0.185759 -0.271617 -2.184168 -0.3198 -0.9092 -0.7124
N 0.378018 -0.540113 -3.603311 0.3851 0.4061 0.7971
O -0.317913 -1.351290 -4.237569 0.3330 0.7506 1.1189
O 1.315827 0.086774 -4.145575 -0.6735 -0.4649 0.1396
C 1.070783 0.588353 -1.513007 0.3047 0.5051 -0.1665
H -0.586607 1.083561 1.265915 -0.1697 0.0203 0.0996
H 1.801122 1.086270 -2.158231 -0.0921 -0.2545 0.4309
H 0.466195 -0.290609 1.426559 0.9046 -0.9719 1.9141
B 0.407947 0.119608 3.911614 -0.1666 -0.3144 -1.8718
H 0.898091 1.239183 3.783413 -0.2962 -0.8028 0.5695
H -0.820337 -0.029706 3.895538 1.0593 0.1414 0.5130
H 1.114243 -0.879290 3.649974 -0.5892 0.9531 0.7666

---

[3]
87
Properties=species:S:1:pos:R:3:forces:R:3 method="wB97M-V/def2-TZVPD" gap_ev=5.119 total_charge=+2 e_tot_ev=-79262.0861 homo_energy_ev=-12.7 relative_energy_kcal_mol=51.3
Pb 0.582827 0.076525 -0.053587 -0.6782 -0.1877 0.7012
C -3.503204 -0.264350 2.604984 0.0211 -0.1615 -0.5251
Sb -1.877942 1.145357 2.824230 0.1555 -0.0950 -0.1529
C -0.092402 0.029957 2.253919 -0.3299 0.1005 0.0457
C 1.054511 0.903374 2.621801 0.0508 0.0413 0.0290
C 1.304810 1.515636 3.855919 0.0157 -0.0562 -0.0262
C 2.472007 2.233148 4.035886 -0.0164 -0.0513 -0.0869
C 3.380956 2.346410 2.984844 0.0026 0.0282 0.0418
C 3.067753 1.745966 1.787196 0.0854 0.0003 -0.0358
N 1.935724 1.057020 1.616190 0.1082 0.1243 -0.0002
Si 0.068603 -1.646675 3.160678 -0.0615 0.1696 -0.4279
C -0.443684 -1.540989 4.970428 0.0803 -0.0256 -0.3032
C 1.886381 -2.110261 2.985798 -0.2761 -0.0250 0.0763
C -1.046109 -2.867707 2.239444 0.1391 0.0670 0.2408
C -2.259975 2.582778 1.083949 -0.4299 -0.4799 0.0704
C -0.980623 3.214626 0.615128 0.1908 0.1631 -0.0281
C -0.737986 4.590996 0.741498 -0.0891 -0.0638 0.0033
C 0.375949 5.185607 0.186206 0.0185 -0.0912 -0.0615
C 1.267803 4.400901 -0.532775 -0.0228 0.0800 0.0021
C 0.991700 3.058935 -0.619046 -0.0374 -0.0592 -0.0423
N -0.073827 2.465699 -0.053385 -0.0531 0.2406 0.0012
Si -3.412216 3.802419 2.123006 -0.0854 0.2007 0.2073
C -4.867382 2.924524 2.945966 0.1772 -0.1154 -0.2384
C -2.449007 4.502313 3.600556 -0.0598 0.0329 -0.3207
C -4.136381 5.154706 1.019279 0.1274 -0.0767 0.1205
Si -3.198145 2.094306 -0.509299 -0.1587 0.2855 0.2002
C -2.627261 0.515637 -1.549208 0.0808 0.6248 -0.0582
C -5.039941 1.777611 -0.265329 0.2563 -0.0996 -0.0251
C -2.907688 3.416984 -1.812739 -0.0308 -0.2607 0.0643
H -3.442542 -0.991424 3.415384 0.0454 0.0249 -0.0122
H -3.517512 -0.824328 1.652491 0.0957 0.1167 0.2621
H -4.448481 0.268505 2.701971 0.0751 0.0085 0.0010
H 0.590248 1.403223 4.660481 0.0228 0.0125 0.0203
H 2.687446 2.694127 4.990969 -0.0179 0.0033 0.0026
H 4.305408 2.893402 3.099832 0.0053 -0.0146 -0.0177
H 3.729181 1.800952 0.930877 -0.0022 0.0173 0.0094
H 0.258730 -0.943990 5.554495 0.0066 0.0219 -0.0159
H -0.465382 -2.537852 5.415494 -0.0073 -0.0125 -0.0037
H -1.438847 -1.105712 5.093651 -0.0066 -0.0214 0.0194
H 2.513995 -1.451556 3.590482 -0.0045 0.0066 0.0013
H 2.226473 -2.025955 1.949678 -0.0006 -0.0284 -0.0180
H 2.074950 -3.133926 3.313569 -0.0092 -0.0086 0.0106
H -2.106642 -2.659054 2.398511 0.0438 0.0153 -0.0042
H -0.863045 -3.879514 2.607600 -0.0258 -0.0313 -0.0509
H -0.848606 -2.880463 1.162615 0.0608 0.0065 -0.0300
H -1.450949 5.213558 1.254218 0.0039 0.0284 0.0380
H 0.531589 6.251515 0.288060 0.0011 -0.0013 0.0130
H 2.138496 4.818607 -1.017022 0.0025 -0.0123 0.0016
H 1.654361 2.406303 -1.183295 0.0280 0.0231 0.0185
H -4.551703 2.321088 3.799420 -0.0286 0.0289 0.0064
H -5.474965 2.305554 2.287166 -0.0018 0.0434 0.0599
H -5.526589 3.702711 3.338278 0.0574 0.0719 0.0112
H -2.384161 3.756133 4.392662 -0.0214 0.0054 -0.0259
H -3.002579 5.351776 4.008529 -0.0364 0.0222 -0.0574
H -1.437016 4.845028 3.386734 0.0064 -0.0068 0.0256
H -4.963532 4.779335 0.413937 0.0079 -0.0079 0.0069
H -3.424664 5.626430 0.341588 0.0022 0.0216 0.0484
H -4.548022 5.943588 1.653236 -0.0033 -0.0257 0.0403
H -1.816616 -1.314439 -0.809595 0.1186 -0.0691 -0.1275
H -1.614328 0.661725 -1.918817 0.0557 -0.1178 0.0194
H -3.297833 0.533220 -2.412816 -0.0673 -0.0484 0.0490
H -5.269600 1.069498 0.531796 0.0155 -0.0497 0.0104
H -5.483405 1.399216 -1.190077 0.0373 0.0319 -0.0441
H -5.559854 2.705206 -0.023145 0.0281 -0.0186 0.0038
H -1.852835 3.490891 -2.085556 0.0062 0.0045 -0.0004
H -3.225546 4.396364 -1.452993 -0.0004 -0.0685 0.0139
H -3.471585 3.207554 -2.724104 -0.0253 -0.0173 -0.0012
N 2.967949 -0.494041 -0.672429 0.6878 -0.0868 -0.0423
C 4.058111 -0.404609 -1.035105 -0.5004 -0.1410 0.0381
C 5.399248 -0.294202 -1.481060 0.6625 0.1560 -0.1627
C 6.079539 -1.415816 -1.964836 -0.2004 -0.0041 0.0748
C 7.398184 -1.289971 -2.357626 0.1084 0.0130 -0.0336
C 8.038921 -0.060471 -2.273016 -0.0834 -0.0095 0.0190
C 7.357655 1.057793 -1.807378 0.1000 0.0433 -0.0249
C 6.040063 0.949748 -1.411130 -0.1726 -0.1235 0.0336
H 5.571827 -2.368872 -2.026352 0.0200 -0.0104 0.0130
H 7.935212 -2.151139 -2.730216 -0.0316 -0.0178 0.0079
H 9.074139 0.028649 -2.572859 -0.0027 -0.0024 -0.0149
H 7.861920 2.012910 -1.754603 -0.0209 0.0027 0.0060
H 5.498112 1.815568 -1.053086 0.0303 0.0111 0.0152
N -2.697080 -0.821287 -0.971649 -0.6500 -0.2711 1.4032
C -3.732353 -1.345186 -0.458181 0.2652 0.0765 -1.9484
C -4.934741 -1.862311 -0.607636 -0.2208 -0.0738 0.7636
C -5.870894 -1.999748 0.468247 -0.0058 0.1586 0.2899
N -6.620106 -2.087720 1.333094 0.0594 0.0047 -0.0670
C -5.346039 -2.336518 -1.899963 0.2787 -0.0126 -0.1971
N -5.675087 -2.677281 -2.945682 0.0282 0.0222 0.0709